Entry 1:
C12H17N | the ωB97M-V functional and the def2-TZVPD basis

Results
- LUMO level: 0.9 eV

Last column: Löwdin charge in e.
Positions of all 30 atoms, in Å:
C 2.7625 -1.1179 -1.2315  -0.095
C 2.0565 -0.2050 -2.2760  -0.164
C 0.7322 0.1946 -1.6366  -0.206
C 0.6347 1.1364 -0.6568  -0.049
N -0.6685 1.1053 -0.1732  0.076
C -1.3629 0.0819 -0.7418  -0.214
C -2.5939 -0.4872 -0.3970  -0.023
C -2.8228 -1.7766 -0.8249  -0.098
C -1.9514 -2.3952 -1.7446  -0.109
C -0.8012 -1.7966 -2.2085  -0.024
C -0.4933 -0.5510 -1.6512  -0.140
H 2.0793 -1.5482 -0.5039  0.072
H 3.5898 -0.6386 -0.7123  0.067
H 3.1592 -2.0076 -1.6995  0.055
H 2.6142 0.7140 -2.3408  0.095
H 1.9003 -0.7535 -3.1958  0.099
H 1.3674 1.8059 -0.2489  0.121
H -0.9655 1.6112 0.6447  0.131
H -3.4049 0.0271 0.0941  0.103
H -3.6888 -2.3596 -0.5559  0.095
H -2.2541 -3.3472 -2.1671  0.095
H -0.1676 -2.3941 -2.8449  0.109
C -0.6135 2.2119 3.5169  -0.175
C 0.7082 1.4868 3.2597  -0.168
H -0.7178 2.5241 4.5523  0.060
H -0.6487 3.1031 2.8815  0.058
H -1.5207 1.6829 3.2277  0.058
H 0.6168 0.6995 2.5081  0.049
H 1.5572 2.0923 2.9633  0.062
H 0.8971 0.9011 4.1628  0.062

---

Entry 2:
C3H9OPS3 | the ωB97M-V functional and the def2-TZVPD basis

Results
- LUMO level: 0.2 eV

Last column: Löwdin charge in e.
Positions of all 17 atoms, in Å:
C -0.6968 -0.9376 -1.5768  -0.172
C -1.1090 0.0964 -0.6267  -0.943
C -0.7484 -0.2762 0.7754  -0.174
S -1.9379 1.4058 -1.0727  0.696
H 0.3896 -0.9643 -1.6867  0.083
H -1.3243 -1.7727 -1.2295  0.089
H -1.0228 -0.7678 -2.7230  0.119
H -1.4657 0.2779 1.5268  0.122
H 0.1420 0.1981 1.2077  -0.083
H -0.7011 -1.3519 0.7583  0.068
O 4.2846 2.4066 1.7279  -0.494
P 2.8325 2.7641 1.0558  0.171
S 1.6205 1.4222 2.1900  0.384
S 3.1015 1.8973 -0.8025  0.381
H 4.9981 2.6600 1.0047  0.096
H 2.3188 0.2742 1.8108  -0.112
H 1.9691 2.1503 -1.3392  -0.233

---

Entry 3:
C7H11NO8P | the ωB97M-V functional and the def2-TZVPD basis

Results
- LUMO level: 2.4 eV
- Total charge: -1

Last column: Löwdin charge in e.
Positions of all 28 atoms, in Å:
O -4.2270 1.8424 -0.8243  0.188
C -3.0947 1.6141 -0.7243  -0.284
N -1.9287 1.3235 -0.5090  0.187
C -0.9211 2.3702 -0.7319  -0.241
O -0.5802 2.3810 -2.1062  0.084
C 0.5721 1.6190 -2.1697  -0.543
O 0.7932 0.7505 -2.9375  0.207
O 1.3412 2.0580 -1.1444  0.069
C 0.4309 1.9981 -0.0075  -0.224
C 0.4941 0.5968 0.5778  -0.160
P 0.1314 0.5754 2.3518  0.392
O 1.0497 1.4970 3.0526  -0.303
O 0.2185 -0.9151 2.7932  -0.136
O -1.4213 0.9764 2.5656  -0.138
H -1.3133 3.3405 -0.4356  0.158
H 0.6777 2.7660 0.7223  0.143
H -0.1626 -0.1097 0.0688  0.092
H 1.5064 0.2198 0.4411  0.126
H -0.2326 -1.5016 2.1331  0.055
H -1.5279 1.9236 2.4262  0.063
C 0.6962 -3.2161 -1.3840  -0.140
C 1.3472 -3.1094 0.0114  -0.552
O 0.6230 -2.3982 0.8943  -0.336
H 0.5567 -2.2232 -1.8209  0.041
H 1.3198 -3.8015 -2.0750  0.047
H -0.2783 -3.7076 -1.3117  0.050
H 2.3764 -2.7024 -0.1761  0.078
H 1.5532 -4.1674 0.3202  0.074

---

Entry 4:
C5H3N3O3 | the ωB97M-V functional and the def2-TZVPD basis

Results
- LUMO level (spin up / spin down): -1.4 / -1.4 eV

Last column: Löwdin charge in e.
Positions of all 14 atoms, in Å:
C 0.7236 1.3404 -0.6036  -0.025
C 1.0596 -0.5889 0.2200  -0.110
C -0.5528 0.8754 -0.0915  -0.197
C -4.1336 -0.5035 -0.2069  -0.714
C -1.8078 1.4009 -0.1260  -0.035
N 1.6139 0.4050 -0.4396  0.081
N -0.2577 -0.3652 0.3672  0.115
N -3.0618 -0.6660 0.5308  0.082
O -4.7507 -0.5955 -1.1990  0.131
O -2.6585 2.1689 -0.2353  0.264
O -4.3240 -0.1025 1.0805  0.008
H 0.8085 2.2435 -1.0317  0.088
H 1.7418 -1.4237 0.4958  0.154
H -0.9514 -0.9845 0.8336  0.156

---

Entry 5:
C4H12N2O | the ωB97M-V functional and the def2-TZVPD basis

Results
- LUMO level: 0.8 eV

Last column: Löwdin charge in e.
Positions of all 19 atoms, in Å:
N -2.2875 0.4602 -0.4587  -0.032
C -1.2896 -0.6167 -0.4172  -0.256
C 0.0072 0.1299 -0.4956  -0.406
N 0.3107 0.7397 -1.8671  0.036
C 1.3287 -0.4146 0.0547  -0.164
C 1.5121 -0.2745 1.5410  -0.387
O 1.3811 0.9542 1.9848  -0.025
H -2.1247 1.2573 0.1743  0.074
H -3.2170 0.1582 -0.2206  0.059
H -1.4545 -1.3823 0.3896  0.123
H -1.4820 -1.0784 -1.4225  0.117
H -0.2612 0.9906 0.1944  0.116
H -0.6498 0.6486 -2.3054  0.072
H 0.7667 0.0745 -2.4664  0.047
H 2.2333 0.2235 -0.3937  0.159
H 1.5347 -1.4327 -0.2675  0.109
H 2.4936 -0.5164 1.8035  0.097
H 0.7582 -1.0578 2.0657  0.160
H 0.4400 1.1366 2.1067  0.101

---

Entry 6:
C3H5ClO2S | the ωB97M-V functional and the def2-TZVPD basis

Results
- LUMO level (spin up / spin down): -2.4 / -1.9 eV

Last column: Löwdin charge in e.
Positions of all 12 atoms, in Å:
C 0.4369 -0.0958 -0.9004  -0.119
C -0.3878 0.7317 0.0841  -0.240
C -0.7881 0.1255 1.3284  -0.538
Cl -1.3520 -1.6541 1.2898  0.480
S -1.5326 2.0649 -1.0225  0.818
O -1.5273 3.4239 -0.4967  -0.410
O -0.9596 1.9254 -2.3492  -0.416
H 0.8478 -1.0125 -0.5440  0.059
H 1.2509 0.4859 -1.4661  0.122
H -0.2725 -0.2655 -1.7015  0.075
H 0.0977 0.0821 1.9108  0.076
H -1.7129 0.3908 1.9533  0.093

---

no.,F_max (eV Å⁻¹),E_tot (eV)
1,2.44,-14209.38214
2,4.04,-47098.03891
3,1.61,-34599.12343
4,4.46,-15841.27230
5,5.36,-9368.54302
6,3.44,-30640.73266